12
Properties=species:S:1:pos:R:3 method="wB97M-V/def2-TZVPD" total_energy_ev=-7322.39590 relative_energy_ev=6.889 spin_multiplicity=1 homo_energy_ha=-0.2865 homo_lumo_gap_ev=7.8
C 2.444 -1.267 -0.472
C 1.470 -0.652 -0.121
C 0.288 0.090 0.302
C -0.983 -0.691 0.242
O -1.419 -0.081 -0.827
C -0.381 0.851 -0.855
H 3.299 -1.824 -0.787
H 0.440 0.632 1.242
H -1.637 -1.244 0.906
H -1.942 1.425 1.399
H -1.646 1.795 0.812
H 0.068 0.966 -1.841